[1]
# H4NPS

A 2-piece molecular cluster, H4NPS overall at a distorted geometry (the ωB97M-V functional and the def2-TZVPD basis, OMol25).

Positions of all 7 atoms, in Å:
N -0.208 0.885 -1.498
P -3.363 -0.411 1.311
S -3.120 0.345 -0.596
H -0.543 -0.065 -1.759
H -1.036 1.291 -1.106
H 0.007 1.445 -2.268
H -4.418 0.732 -1.004

Properties
Gap between HOMO and LUMO (alpha / beta) ... 0.251 / 0.251 hartree
LUMO level (alpha / beta) ... -0.0546 / -0.0548 hartree
HOMO energy (alpha / beta) ... -8.31 / -8.32 eV
E ... -796.61145 hartree
ΔE to the lowest compared entry with this formula, charge and spin ... 48.6 kcal/mol

Atom charges from the Löwdin analysis, given in e for atoms 1 to 5: atom 1 (N): -0.014, atom 2 (P): 0.188, atom 3 (S): 0.115, atom 4 (H): 0.008, atom 5 (H): -0.116

[2]
# H4NPS2

A 2-piece molecular cluster, H4NPS2 overall at a distorted geometry (the ωB97M-V functional and the def2-TZVPD basis, OMol25).

Positions of all 8 atoms, in Å:
N 1.508 -0.513 -1.596
P 1.721 -0.604 -0.062
S -2.887 -0.900 0.774
S 2.927 1.118 0.134
H 0.860 -1.284 -1.881
H -2.697 0.386 0.536
H -3.514 -1.114 -0.357
H 3.637 1.052 1.308

Properties
Gap between HOMO and LUMO ... 0.344 hartree
SMILES ... [H]/N=P/S.S
LUMO level ... -0.0072 hartree
HOMO energy ... -9.57 eV
E ... -1194.85447 hartree
ΔE to the lowest compared entry with this formula, charge and spin ... 27.8 kcal/mol

Atom charges from the Löwdin analysis, given in e for atoms 1 to 5: atom 1 (N): -0.430, atom 2 (P): 0.403, atom 3 (S): 0.474, atom 4 (S): 0.263, atom 5 (H): -0.033

[3]
# H4O2

A 2-piece molecular cluster, H4O2 overall at a distorted geometry (the ωB97M-V functional and the def2-TZVPD basis, OMol25).

Positions of all 6 atoms, in Å:
H -1.755 -0.412 0.608
H -1.517 0.691 -0.375
H 1.896 0.614 0.304
H 0.825 -0.436 -0.209
O -1.227 -0.225 -0.180
O 1.776 -0.232 -0.148

Properties
Gap between HOMO and LUMO ... 0.423 hartree
SMILES ... O.O
LUMO level ... 0.0216 hartree
HOMO energy ... -10.93 eV
E ... -152.87219 hartree
ΔE to the lowest compared entry with this formula, charge and spin ... 1.7 kcal/mol

Atom charges from the Löwdin analysis, given in e for atoms 1 to 5: atom 1 (H): 0.051, atom 2 (H): 0.065, atom 3 (H): 0.030, atom 4 (H): -0.005, atom 5 (O): -0.059

[4]
# H4O2

A 2-piece molecular cluster, H4O2 overall at a distorted geometry (the ωB97M-V functional and the def2-TZVPD basis, OMol25).

Positions of all 6 atoms, in Å:
H -0.986 1.302 -0.209
H 0.282 2.093 0.282
H -0.338 -2.459 0.442
H 0.278 -1.106 0.467
O -0.400 2.028 -0.384
O 0.496 -2.006 0.261

Properties
Gap between HOMO and LUMO ... 0.451 hartree
SMILES ... O.O
LUMO level ... 0.0166 hartree
HOMO energy ... -11.81 eV
E ... -152.86455 hartree
ΔE to the lowest compared entry with this formula, charge and spin ... 6.5 kcal/mol

Atom charges from the Löwdin analysis, given in e for atoms 1 to 5: atom 1 (H): 0.016, atom 2 (H): 0.030, atom 3 (H): 0.040, atom 4 (H): 0.004, atom 5 (O): -0.043

[5]
# H4O2

A 2-piece molecular cluster, H4O2 overall at a distorted geometry (the ωB97M-V functional and the def2-TZVPD basis, OMol25).

Positions of all 6 atoms, in Å:
H 1.539 1.524 0.517
H 0.813 0.414 1.205
H -1.908 -1.087 -0.308
H -0.447 -0.702 -0.792
O 1.398 0.541 0.423
O -1.396 -0.689 -1.046

Properties
Gap between HOMO and LUMO ... 0.438 hartree
SMILES ... O.O
LUMO level ... 0.0242 hartree
HOMO energy ... -11.27 eV
E ... -152.86706 hartree
ΔE to the lowest compared entry with this formula, charge and spin ... 4.9 kcal/mol

Atom charges from the Löwdin analysis, given in e for atoms 1 to 5: atom 1 (H): 0.066, atom 2 (H): 0.048, atom 3 (H): 0.044, atom 4 (H): 0.021, atom 5 (O): -0.091

[6]
# H4O2

A 2-piece molecular cluster, H4O2 overall at a distorted geometry (the ωB97M-V functional and the def2-TZVPD basis, OMol25).

Positions of all 6 atoms, in Å:
H 0.635 -1.134 -1.940
H -0.482 -0.240 -1.314
H 0.300 0.225 1.610
H 0.379 1.710 1.020
O 0.095 -1.019 -1.155
O -0.199 0.949 1.232

Properties
Gap between HOMO and LUMO ... 0.445 hartree
SMILES ... O.O
LUMO level ... 0.0348 hartree
HOMO energy ... -11.17 eV
E ... -152.86750 hartree
ΔE to the lowest compared entry with this formula, charge and spin ... 4.7 kcal/mol

Atom charges from the Löwdin analysis, given in e for atoms 1 to 5: atom 1 (H): 0.025, atom 2 (H): 0.046, atom 3 (H): 0.030, atom 4 (H): 0.050, atom 5 (O): -0.079

[7]
# H4O2

A 2-piece molecular cluster, H4O2 overall at a distorted geometry (the ωB97M-V functional and the def2-TZVPD basis, OMol25).

Positions of all 6 atoms, in Å:
H 0.220 -1.780 -0.739
H -1.206 -1.375 -0.536
H 0.498 0.253 1.072
H -0.322 1.435 0.385
O -0.353 -1.034 -0.884
O 0.454 1.217 0.862

Properties
Gap between HOMO and LUMO ... 0.427 hartree
SMILES ... O.O
LUMO level ... 0.0229 hartree
HOMO energy ... -11.01 eV
E ... -152.86467 hartree
ΔE to the lowest compared entry with this formula, charge and spin ... 6.4 kcal/mol

Atom charges from the Löwdin analysis, given in e for atoms 1 to 5: atom 1 (H): 0.028, atom 2 (H): 0.060, atom 3 (H): 0.040, atom 4 (H): -0.001, atom 5 (O): -0.057

[8]
# H4O2

A 2-piece molecular cluster, H4O2 overall at a distorted geometry (the ωB97M-V functional and the def2-TZVPD basis, OMol25).

Positions of all 6 atoms, in Å:
H -0.592 0.128 -1.572
H -0.655 -0.900 -0.524
H 1.159 -0.259 1.508
H 0.321 0.969 0.890
O -1.234 -0.226 -0.957
O 1.001 0.289 0.655

Properties
Gap between HOMO and LUMO ... 0.434 hartree
SMILES ... O.O
LUMO level ... 0.0289 hartree
HOMO energy ... -11.02 eV
E ... -152.86504 hartree
ΔE to the lowest compared entry with this formula, charge and spin ... 6.2 kcal/mol

Atom charges from the Löwdin analysis, given in e for atoms 1 to 5: atom 1 (H): 0.022, atom 2 (H): 0.041, atom 3 (H): 0.090, atom 4 (H): 0.056, atom 5 (O): -0.087

[9]
# H4O2

A 2-piece molecular cluster, H4O2 overall at a distorted geometry (the ωB97M-V functional and the def2-TZVPD basis, OMol25).

Positions of all 6 atoms, in Å:
H -1.426 -0.223 -1.396
H 0.118 -0.339 -1.765
H 0.795 -0.155 1.767
H 0.182 0.093 0.350
O -0.525 -0.431 -1.011
O 0.567 0.509 1.142

Properties
Gap between HOMO and LUMO ... 0.409 hartree
SMILES ... O.O
LUMO level ... 0.0207 hartree
HOMO energy ... -10.56 eV
E ... -152.86821 hartree
ΔE to the lowest compared entry with this formula, charge and spin ... 4.2 kcal/mol

Atom charges from the Löwdin analysis, given in e for atoms 1 to 5: atom 1 (H): 0.099, atom 2 (H): 0.093, atom 3 (H): 0.005, atom 4 (H): -0.045, atom 5 (O): -0.075

[10]
# H4O2

A 2-piece molecular cluster, H4O2 overall at a distorted geometry (the ωB97M-V functional and the def2-TZVPD basis, OMol25).

Positions of all 6 atoms, in Å:
H -0.544 -0.301 0.081
H -0.917 -0.965 1.396
H 1.600 0.370 -1.239
H 0.992 1.585 -0.418
O -1.260 -0.773 0.498
O 1.118 0.687 -0.476

Properties
Gap between HOMO and LUMO ... 0.428 hartree
SMILES ... O.O
LUMO level ... 0.0268 hartree
HOMO energy ... -10.91 eV
E ... -152.86908 hartree
ΔE to the lowest compared entry with this formula, charge and spin ... 3.7 kcal/mol

Atom charges from the Löwdin analysis, given in e for atoms 1 to 5: atom 1 (H): -0.032, atom 2 (H): 0.047, atom 3 (H): 0.058, atom 4 (H): 0.006, atom 5 (O): -0.076